Record 1
ORCA calculation (wB97M-V/def2-TZVPD) on C5H4Cl2N2O2S in the gas phase at a distorted geometry.

Summary:
orbital gap (alpha / beta) = 6.344 / 6.346 eV
multiplicity = 1
largest force on an atom = 0.112 Eh/bohr
structure (SMILES) = O=S(=O)=c1nc(CCl)[nH]cc1Cl
E_HOMO (alpha / beta) = -7.954 / -7.955 eV

Bonds (Å) are listed after each position.
Element x y z (Å)
1 O 1.06 -3.46 -0.31  S2 1.432
2 S -0.07 -2.87 -0.95  O1 1.432, O3 1.477, C4 1.878
3 O -1.35 -3.62 -0.88  S2 1.477
4 C -0.39 -1.31 0.05  S2 1.878, N5 1.270, C11 1.611
5 N 0.67 -0.63 0.21  C4 1.270, C6 1.315
6 C 0.65 0.69 0.23  N5 1.315, C7 1.501, N9 1.324
7 C 1.94 1.34 0.62  C6 1.501, Cl8 1.805, H13 1.169, H14 1.094
8 Cl 1.89 3.02 1.28  C7 1.805
9 N -0.43 1.46 0.12  C6 1.324, C10 1.338, H15 1.045
10 C -1.58 0.92 -0.29  N9 1.338, C11 1.331, H16 1.109
11 C -1.66 -0.41 -0.37  C4 1.611, C10 1.331, Cl12 1.684
12 Cl -3.07 -1.19 -0.84  C11 1.684
13 H 2.79 1.42 -0.17  C7 1.169
14 H 2.51 0.77 1.36  C7 1.094
15 H -0.43 2.42 0.51  N9 1.045
16 H -2.54 1.42 -0.55  C10 1.109

Record 2
ORCA calculation (wB97M-V/def2-TZVPD) on 11 unconnected molecules or ions with the total composition C28H85N7O11 at a distorted geometry.

Summary:
orbital gap = 9.371 eV
multiplicity = 1
largest force on an atom = 0.073 Eh/bohr
structure (SMILES) = COC[C@H](C)N.COC[C@H](C)N.COC[C@H](C)N.COC[C@H](C)N.COC[C@H](C)N.COC[C@H](C)N.COC[C@H](C)N.O.O.O.O
energy relative to the best compared isomer or geometry (same formula, charge and spin) = 130.3 kcal per mole
E_HOMO = -9.141 eV

Bonds (Å) are listed after each position.
Element x y z (Å)
1 C 4.37 0.35 5.54  O2 1.395, H7 1.090, H8 1.090, H9 1.090
2 O 4.61 1.05 4.36  C1 1.395, C3 1.382
3 C 3.50 1.67 3.82  O2 1.382, C4 1.562, H10 1.090, H11 1.090
4 C 3.88 2.08 2.36  C3 1.562, C5 1.519, N6 1.507, H12 1.090
5 C 2.89 2.97 1.64  C4 1.519, H13 1.090, H14 1.090, H15 1.090
6 N 3.85 0.86 1.47  C4 1.507, H16 1.010, H17 1.010
7 H 5.25 -0.13 5.98  C1 1.090
8 H 3.81 -0.57 5.36  C1 1.090
9 H 3.93 0.97 6.33  C1 1.090
10 H 2.59 1.07 3.74  C3 1.090
11 H 3.33 2.53 4.47  C3 1.090
12 H 4.89 2.49 2.30  C4 1.090
13 H 3.13 4.01 1.88  C5 1.090
14 H 1.90 2.71 2.02  C5 1.090
15 H 3.00 2.85 0.56  C5 1.090
16 H 4.35 0.19 2.04  N6 1.010
17 H 4.44 1.17 0.72  N6 1.010
18 C -2.72 4.99 4.95  O19 1.516, H24 1.090, H25 1.090, H26 1.090
19 O -2.24 5.86 3.81  C18 1.516, C20 1.473
20 C -2.73 5.39 2.50  O19 1.473, C21 1.483, H27 1.090, H28 1.090
21 C -2.49 6.45 1.49  C20 1.483, C22 1.594, N23 1.403, H29 1.090
22 C -3.23 6.15 0.11  C21 1.594, H30 1.090, H31 1.090, H32 1.090
23 N -1.13 6.68 1.22  C21 1.403, H33 1.010, H34 1.010
24 H -2.41 3.97 4.69  C18 1.090
25 H -3.78 5.19 5.10  C18 1.090
26 H -2.23 5.20 5.90  C18 1.090
27 H -2.30 4.41 2.31  C20 1.090
28 H -3.81 5.29 2.45  C20 1.090
29 H -2.89 7.37 1.92  C21 1.090
30 H -2.57 6.28 -0.75  C22 1.090
31 H -4.08 6.79 -0.11  C22 1.090
32 H -3.57 5.11 0.09  C22 1.090
33 H -0.69 7.00 2.07  N23 1.010
34 H -0.94 7.45 0.59  N23 1.010
35 C 4.90 6.30 -3.63  O36 1.429, H41 1.090, H42 1.090, H43 1.090
36 O 4.48 5.09 -4.26  C35 1.429, C37 1.377
37 C 3.13 5.08 -4.50  O36 1.377, C38 1.575, H44 1.090, H45 1.090
38 C 2.72 3.77 -5.29  C37 1.575, C39 1.597, N40 1.473, H46 1.090
39 C 3.43 3.82 -6.73  C38 1.597, H47 1.090, H48 1.090, H49 1.090
40 N 1.29 3.80 -5.65  C38 1.473, H50 1.010, H51 1.010
41 H 5.98 6.37 -3.73  C35 1.090
42 H 4.61 6.27 -2.58  C35 1.090
43 H 4.41 7.18 -4.04  C35 1.090
44 H 2.62 5.11 -3.54  C37 1.090
45 H 2.93 5.93 -5.15  C37 1.090
46 H 2.98 2.92 -4.66  C38 1.090
47 H 3.02 3.02 -7.34  C39 1.090
48 H 4.51 3.70 -6.66  C39 1.090
49 H 3.25 4.70 -7.34  C39 1.090
50 H 0.95 4.25 -4.81  N40 1.010
51 H 1.07 4.46 -6.38  N40 1.010
52 C -1.15 0.57 -0.44  O53 1.452, H58 1.090, H59 1.090, H60 1.090
53 O -1.41 -0.09 -1.71  C52 1.452, C54 1.398
54 C -0.24 -0.59 -2.30  O53 1.398, C55 1.533, H61 1.090, H62 1.090
55 C -0.45 -1.08 -3.74  C54 1.533, C56 1.495, N57 1.459, H63 1.090
56 C 0.79 -1.51 -4.46  C55 1.495, H64 1.090, H65 1.090, H66 1.090
57 N -1.09 -0.09 -4.60  C55 1.459, H67 1.010, H68 1.010
58 H -1.97 0.67 0.26  C52 1.090
59 H -0.85 1.58 -0.70  C52 1.090
60 H -0.36 0.09 0.14  C52 1.090
61 H 0.52 0.17 -2.47  C54 1.090
62 H 0.21 -1.44 -1.79  C54 1.090
63 H -1.13 -1.91 -3.58  C55 1.090
64 H 1.26 -2.43 -4.09  C56 1.090
65 H 1.47 -0.68 -4.61  C56 1.090
66 H 0.50 -1.78 -5.48  C56 1.090
67 H -0.48 0.71 -4.74  N57 1.010
68 H -1.88 0.33 -4.14  N57 1.010
69 C 2.77 -8.43 2.77  O70 1.364, H75 1.090, H76 1.090, H77 1.090
70 O 1.95 -7.48 2.23  C69 1.364, C71 1.385
71 C 2.40 -6.19 2.46  O70 1.385, C72 1.548, H78 1.090, H79 1.090
72 C 1.29 -5.12 2.63  C71 1.548, C73 1.500, N74 1.454, H80 1.090
73 C 1.84 -3.74 2.50  C72 1.500, H81 1.090, H82 1.090, H83 1.090
74 N 0.55 -5.34 3.86  C72 1.454, H84 1.010, H85 1.010
75 H 2.29 -9.40 2.82  C69 1.090
76 H 3.17 -8.08 3.72  C69 1.090
77 H 3.61 -8.57 2.09  C69 1.090
78 H 3.11 -6.10 3.27  C71 1.090
79 H 2.89 -6.18 1.48  C71 1.090
80 H 0.58 -5.19 1.80  C72 1.090
81 H 1.10 -3.00 2.81  C73 1.090
82 H 2.10 -3.46 1.47  C73 1.090
83 H 2.76 -3.59 3.06  C73 1.090
84 H 0.23 -6.30 3.93  N74 1.010
85 H 1.21 -5.25 4.62  N74 1.010
86 C 4.91 -6.31 -3.28  O87 1.351, H92 1.090, H93 1.090, H94 1.090
87 O 6.01 -7.07 -3.06  C86 1.351, C88 1.377
88 C 6.09 -7.64 -1.80  O87 1.377, C89 1.532, H95 1.090, H96 1.090
89 C 7.32 -8.55 -1.82  C88 1.532, C90 1.515, N91 1.435, H97 1.090
90 C 7.13 -9.70 -2.78  C89 1.515, H98 1.090, H99 1.090, H100 1.090
91 N 7.52 -9.10 -0.51  C89 1.435, H101 1.010, H102 1.010
92 H 5.00 -5.32 -2.84  C86 1.090
93 H 3.95 -6.67 -2.93  C86 1.090
94 H 4.76 -6.16 -4.35  C86 1.090
95 H 6.29 -6.82 -1.12  C88 1.090
96 H 5.21 -8.11 -1.36  C88 1.090
97 H 8.19 -7.95 -2.09  C89 1.090
98 H 7.87 -10.48 -2.58  C90 1.090
99 H 7.03 -9.48 -3.84  C90 1.090
100 H 6.17 -10.19 -2.66  C90 1.090
101 H 7.38 -8.35 0.16  N91 1.010
102 H 8.53 -9.12 -0.43  N91 1.010
103 C -7.25 1.02 3.97  O104 1.438, H109 1.090, H110 1.090, H111 1.090
104 O -8.04 2.03 4.64  C103 1.438, C105 1.420
105 C -9.42 1.77 4.82  O104 1.420, C106 1.613, H112 1.090, H113 1.090
106 C -10.21 3.12 5.21  C105 1.613, C107 1.577, N108 1.457, H114 1.090
107 C -9.55 3.69 6.52  C106 1.577, H115 1.090, H116 1.090, H117 1.090
108 N -11.64 2.90 5.40  C106 1.457, H118 1.010, H119 1.010
109 H -7.89 0.48 3.28  C103 1.090
110 H -6.73 0.36 4.66  C103 1.090
111 H -6.46 1.39 3.32  C103 1.090
112 H -9.81 1.30 3.92  C105 1.090
113 H -9.54 0.95 5.53  C105 1.090
114 H -10.05 3.73 4.32  C106 1.090
115 H -10.12 4.58 6.81  C107 1.090
116 H -8.56 4.13 6.39  C107 1.090
117 H -9.61 3.04 7.39  C107 1.090
118 H -11.83 2.56 6.33  N108 1.010
119 H -12.16 3.76 5.48  N108 1.010
120 O -5.82 -0.96 -1.26  H121 0.957, H122 0.957
121 H -5.84 -1.91 -1.23  O120 0.957
122 H -4.92 -0.73 -1.04  O120 0.957
123 O -5.45 0.51 -4.83  H124 0.957, H125 0.957
124 H -5.47 -0.33 -5.29  O123 0.957
125 H -5.74 0.31 -3.95  O123 0.957
126 O -3.02 3.46 -6.63  H127 0.957, H128 0.957
127 H -3.61 2.78 -6.30  O126 0.957
128 H -2.15 3.14 -6.43  O126 0.957
129 O -4.46 -3.02 -6.39  H130 0.957, H131 0.957
130 H -3.81 -2.55 -5.86  O129 0.957
131 H -4.02 -3.19 -7.22  O129 0.957